Record 1
11 unconnected molecules or ions with the total composition C41H112N8O11. Source: OMol25; level of theory: the ωB97M-V functional and the def2-TZVPD basis.

Properties
SMILES string   COC[C@H](C)N.COC[C@H](C)N.COC[C@H](C)N.COC[C@H](C)N.COC[C@H](C)N.COC[C@H](C)N.COC[C@H](C)N.COC[C@H](C)N.CC(C)O.CC(C)O.CC(C)O
E_HOMO   -0.3151 Eh
Gap between HOMO and LUMO   9.1 eV
ΔE to the lowest compared entry with this formula, charge and spin   49.8 kcal per mole
Spin multiplicity   1
LUMO level   0.53 eV

Last column: Löwdin charge in e.
Element x y z (Å)
O1 11.1529 8.2054 10.0689  -0.198
O2 16.9625 17.0555 8.2922  -0.097
O3 12.1057 12.8235 14.5265  -0.246
O4 9.5371 17.3617 16.2167  -0.178
O5 19.0495 14.6762 13.6274  -0.200
O6 20.0444 14.2322 9.0889  -0.215
O7 17.3681 19.5916 14.9732  -0.057
O8 14.7134 10.8363 9.9746  -0.069
O9 15.2958 15.5869 10.6838  -0.188
O10 16.1499 11.1763 7.6006  -0.222
O11 11.6543 18.7285 9.8017  -0.200
N1 17.7058 14.4884 7.1473  0.071
N2 8.3756 20.4243 10.3110  0.020
N3 11.9076 14.0191 11.8186  0.078
N4 22.2742 11.1900 8.5167  0.025
N5 12.1097 17.5941 17.4742  0.031
N6 17.3007 16.9164 16.0567  0.021
N7 11.7667 10.9060 10.9807  0.057
N8 9.6242 12.0421 13.3035  0.054
C1 17.4465 19.5109 13.5820  -0.484
C2 20.6132 11.4769 10.2156  -0.067
C3 9.7796 8.1451 10.3469  -0.131
C4 10.7168 17.1366 15.5195  -0.227
C5 11.5113 9.3006 9.1475  -0.141
C6 12.8339 14.9832 11.2435  -0.408
C7 16.6373 15.4182 11.1814  -0.087
C8 21.0121 11.9458 8.8231  -0.387
C9 10.3137 19.2102 9.4765  -0.167
C10 9.6047 19.0942 11.9894  -0.046
C11 11.1444 10.6552 9.7218  -0.463
C12 21.2566 13.4985 8.7809  -0.161
C13 20.2957 15.6150 9.0695  -0.140
C14 9.6769 19.9343 10.6916  -0.442
C15 17.4348 20.9143 12.9790  -0.052
C16 14.8885 9.6015 11.9741  -0.037
C17 17.2038 18.4619 8.2498  -0.417
C18 16.5898 9.8842 7.2258  -0.095
C19 16.2428 15.1022 14.9938  -0.074
C20 17.0857 12.1445 7.0827  -0.157
C21 13.4132 13.1505 14.8375  -0.139
C22 10.1711 11.4902 14.5399  -0.424
C23 13.1712 17.9653 15.3359  -0.044
C24 17.6135 15.7138 15.3610  -0.370
C25 8.5120 16.5077 15.8764  -0.126
C26 15.3396 14.0445 7.4364  -0.032
C27 14.3815 14.5589 11.1781  -0.121
C28 20.1914 14.7763 12.6879  -0.044
C29 16.1332 18.7883 13.1692  -0.053
C30 18.4523 18.7010 9.0848  -0.052
C31 18.6648 15.9540 14.1645  -0.160
C32 11.8095 17.9935 16.1384  -0.409
C33 11.7325 11.4113 14.4293  -0.126
C34 16.7472 11.1368 11.1551  -0.038
C35 12.1269 17.7352 8.9337  -0.126
C36 12.6469 16.1742 12.1197  -0.074
C37 15.8840 19.1007 8.7970  -0.021
C38 11.3120 11.8799 8.8362  -0.043
C39 9.5187 10.1755 14.9124  -0.070
C40 15.6438 10.1675 10.7978  -0.488
C41 16.7428 13.5255 7.6549  -0.443
H1 21.2500 15.8782 9.5255  0.091
H2 17.4188 15.3854 7.5121  0.026
H3 9.9307 11.5412 12.4817  0.040
H4 18.2936 21.5257 13.2562  0.074
H5 19.5733 16.2699 9.5568  0.054
H6 8.4317 10.2499 14.8819  0.078
H7 16.8464 16.8142 9.2141  0.038
H8 20.0150 15.4067 11.8164  0.066
H9 10.0607 10.7005 9.8303  0.126
H10 10.8194 11.6669 7.8874  0.084
H11 12.1288 10.8966 15.3045  0.117
H12 18.2478 16.5242 13.3344  0.087
H13 17.6062 10.6639 11.6310  0.077
H14 18.5485 19.7416 9.3948  0.080
H15 16.8968 13.4391 8.7305  0.106
H16 14.9512 13.7898 6.4503  0.083
H17 11.5919 16.4071 12.2638  0.079
H18 15.6195 15.6331 14.2743  0.056
H19 19.6569 11.8641 10.5675  0.054
H20 13.1228 18.2516 14.2853  0.055
H21 13.6748 12.7760 15.8271  0.097
H22 19.3691 18.3471 8.6133  0.072
H23 18.1308 11.9114 7.2862  0.109
H24 17.3999 18.7494 7.2169  0.140
H25 8.4982 20.9146 9.4365  0.066
H26 21.7788 13.8355 7.8855  0.125
H27 15.9919 18.5676 12.1111  0.054
H28 9.0685 18.1912 11.6977  0.082
H29 15.9026 17.8932 13.7468  0.051
H30 9.4879 8.8862 11.0910  0.073
H31 17.1613 16.3688 11.0817  0.063
H32 15.7694 18.8774 9.8577  0.060
H33 14.4274 13.7749 10.4222  0.095
H34 18.3807 18.1529 10.0243  0.058
H35 17.1999 11.6619 10.3139  0.062
H36 12.3519 12.1715 8.6888  0.067
H37 15.1718 11.0356 9.1550  0.043
H38 7.6530 16.7761 16.4914  0.091
H39 8.1543 21.1568 10.9702  0.073
H40 16.0422 9.3347 10.2182  0.130
H41 12.2380 13.8086 12.7495  0.034
H42 17.4509 20.8545 11.8907  0.066
H43 20.3855 11.6434 7.9840  0.120
H44 20.5086 10.3932 10.2668  0.082
H45 13.0663 15.8858 13.0836  0.059
H46 14.7120 14.1118 12.1156  0.099
H47 9.8819 9.9372 15.9121  0.074
H48 12.2422 16.6075 17.6453  0.074
H49 16.8486 15.1027 12.2031  0.068
H50 15.8749 20.1776 8.6291  0.079
H51 9.6923 18.4354 9.0275  0.121
H52 17.1760 18.6814 15.2104  0.013
H53 10.3874 19.9066 8.6412  0.114
H54 9.6079 7.1783 10.8200  0.090
H55 15.0314 18.6112 8.3263  0.068
H56 10.9099 12.7644 9.3302  0.075
H57 18.5086 14.1922 7.6839  0.036
H58 21.0708 15.1621 13.2035  0.086
H59 16.4315 11.8227 11.9412  0.078
H60 16.5835 21.5348 13.2590  0.084
H61 12.5847 9.1730 9.0072  0.119
H62 8.1604 16.7072 14.8641  0.087
H63 14.0773 12.7899 14.0520  0.076
H64 14.2637 10.3914 12.3910  0.061
H65 13.0631 17.3043 9.2887  0.075
H66 21.9151 13.6482 9.6366  0.113
H67 11.3985 18.9993 16.2261  0.143
H68 15.5643 14.9679 15.8363  0.069
H69 11.8886 13.1334 11.3335  0.028
H70 10.5675 18.7842 12.3955  0.055
H71 20.3469 15.9880 8.0466  0.095
H72 11.0390 9.1557 8.1759  0.121
H73 18.0981 17.2704 16.5656  0.097
H74 10.5849 17.3913 14.4679  0.105
H75 18.0169 15.0380 16.1151  0.132
H76 9.8127 9.3681 14.2417  0.069
H77 11.7659 10.0645 11.5392  0.067
H78 13.8205 18.7059 15.8028  0.073
H79 9.9525 12.9855 13.1535  0.047
H80 15.8894 9.2071 7.7147  0.087
H81 11.3772 16.9548 9.0638  0.080
H82 16.6208 9.7251 6.1479  0.096
H83 16.5853 16.7688 16.7543  0.094
H84 22.9591 11.2998 9.2508  0.061
H85 15.4326 9.0953 12.7716  0.091
H86 15.3014 15.1298 7.5300  0.074
H87 22.7387 11.5807 7.7094  0.060
H88 13.5095 14.2316 14.7371  0.064
H89 21.3135 11.8188 10.9777  0.076
H90 16.9555 12.1950 6.0017  0.130
H91 12.5209 15.1496 10.2128  0.116
H92 8.7322 15.4446 15.9741  0.088
H93 17.5385 9.6794 7.7219  0.091
H94 9.0169 19.5824 12.7667  0.073
H95 11.2837 17.8305 18.0051  0.070
H96 10.9031 16.0630 15.4927  0.124
H97 10.2741 20.8378 10.8150  0.129
H98 17.1349 14.7323 10.4959  0.081
H99 9.9647 12.1601 15.3746  0.132
H100 20.3621 13.7393 12.3987  0.076
H101 16.3614 14.0867 14.6160  0.075
H102 9.1695 8.2640 9.4515  0.092
H103 15.2484 19.3972 13.3553  0.078
H104 12.7473 10.8596 10.7430  0.039
H105 14.1401 8.9317 11.5508  0.079
H106 14.6435 13.5186 8.0899  0.059
H107 13.6532 16.9899 15.4017  0.053
H108 12.0566 18.0107 7.8815  0.091
H109 18.2848 18.9064 13.2356  0.117
H110 12.1234 10.9750 13.5101  0.093
H111 19.4751 16.6071 14.4884  0.119
H112 13.2481 17.0404 11.8435  0.077

Atoms 1-2, force components in eV/Å:
0.647 1.176 -1.131
0.207 -0.259 -0.853

Record 2
A molecular structure, C41H20CeClIN9O. Source: OMol25; level of theory: the ωB97M-V functional and the def2-TZVPD basis.

Properties
E_HOMO (spin up / spin down)   -0.3245 / -0.3267 Eh
Gap between HOMO and LUMO (spin up / spin down)   4.1 / 4.1 eV
Total charge   +1
Spin multiplicity   1
LUMO level (spin up / spin down)   -4.77 / -4.82 eV

Last column: Löwdin charge in e.
Element x y z (Å)
Ce1 -0.6613 -0.3289 0.4907  1.572
I1 -5.3246 2.3636 0.5278  0.978
Cl1 -7.5258 -2.8042 -0.1460  0.734
O1 -2.7018 0.4821 0.6537  -0.298
N1 1.0237 -1.8340 0.8620  -0.088
N2 1.4940 3.0580 0.8498  0.170
N3 -2.4333 -2.1860 0.3415  0.009
N4 2.0952 0.8574 -0.7867  0.204
N5 2.5489 -1.5629 -0.8878  0.225
N6 0.3235 2.4340 3.0499  0.241
N7 0.1934 0.0424 2.6678  -0.003
N8 0.1410 1.7500 -0.0534  0.025
N9 0.3585 -2.3931 3.0470  0.224
C1 -0.5586 4.1886 0.4085  -0.079
C2 0.2484 3.0053 0.1195  -0.195
C3 2.5655 0.9799 1.5650  -0.123
C4 0.3215 0.7194 4.8552  -0.107
C5 -3.8159 -0.2277 0.4596  -0.400
C6 1.9388 -6.3170 1.3039  -0.053
C7 0.4321 0.6676 7.2227  -0.066
C8 1.3395 -4.0291 1.3905  -0.106
C9 -4.6343 -3.8557 0.0436  0.010
C10 1.8704 -2.3422 -0.1175  -0.268
C11 -6.2157 -0.4858 0.1753  -0.154
C12 -0.2048 4.3872 1.7506  -0.083
C13 4.0600 -0.9267 1.6836  0.018
C14 0.3050 1.1433 3.4753  -0.239
C15 -6.1088 -1.8357 0.0745  -0.599
C16 4.5103 -0.4567 2.9117  -0.034
C17 -1.7724 6.1514 1.8660  -0.041
C18 0.2596 -0.6821 4.8337  -0.108
C19 2.5577 -0.2641 -0.3278  -0.294
C20 4.0407 0.7503 3.4232  -0.032
C21 -4.8301 -2.4627 0.1410  -0.153
C22 2.5798 -4.8437 -0.5217  0.004
C23 -0.8318 5.3514 2.5088  0.013
C24 0.6684 3.2154 2.1191  -0.166
C25 3.1099 -0.1656 1.0375  -0.140
C26 0.2949 -1.4294 6.0032  -0.003
C27 -5.0643 0.3240 0.3644  -0.647
C28 1.9502 -3.8170 0.1474  -0.091
C29 -2.2933 -3.4916 0.2466  -0.084
C30 -3.3714 -4.3759 0.1035  -0.012
C31 1.3330 -5.2657 1.9964  0.001
C32 0.8183 -2.7068 1.8624  -0.309
C33 1.7199 1.6098 0.4886  -0.205
C34 -2.1197 5.9462 0.5325  -0.050
C35 -1.5318 4.9346 -0.2192  0.010
C36 2.5479 -6.1073 0.0728  -0.057
C37 -3.6979 -1.6488 0.3143  -0.133
C38 0.3759 -0.7331 7.1984  -0.063
C39 0.2216 -1.0819 3.4412  -0.241
C40 3.0755 1.4917 2.7510  -0.001
C41 0.4125 1.4149 6.0569  -0.007
H1 3.0142 -6.9430 -0.4320  0.111
H2 -3.1920 -5.4387 0.0333  0.118
H3 -0.6021 5.4877 3.5566  0.125
H4 -1.2781 -3.8771 0.2705  0.116
H5 0.3967 -1.2775 8.1332  0.107
H6 5.2665 -1.0062 3.4565  0.115
H7 -5.4924 -4.5024 -0.0788  0.101
H8 4.4718 -1.8219 1.2360  0.128
H9 -2.8694 6.5812 0.0801  0.114
H10 -7.1885 -0.0179 0.1164  0.098
H11 0.8786 -5.4128 2.9669  0.122
H12 4.4424 1.1310 4.3527  0.115
H13 0.4585 2.4953 6.0880  0.113
H14 0.4917 1.1726 8.1778  0.107
H15 1.9413 -7.3081 1.7380  0.111
H16 -2.2595 6.9443 2.4178  0.115
H17 2.7634 2.4386 3.1626  0.115
H18 0.2572 -2.5097 5.9780  0.116
H19 -1.8184 4.7492 -1.2447  0.126
H20 3.0766 -4.6849 -1.4694  0.124

Atoms 1-2, force components in eV/Å:
-0.480 0.030 0.374
0.094 0.217 0.026